Formula: C8H15N2
Source: OMol25
Level of theory: the ωB97M-V functional and the def2-TZVPD basis

Calculated total energy, a.u.: -422.84380
Total charge: +1
Maximum force, Eh/bohr: 0.0815

```
25
Properties=species:S:1:pos:R:3:forces:R:3
C -1.38728 0.46656 0.29201 -2.0748 -3.0098 1.1642
C 0.68771 1.40172 0.11499 0.0308 -2.9524 -0.5498
C -3.08113 -0.08830 1.77085 2.9130 0.8868 -0.7627
C -0.43480 -0.60329 -0.26029 0.3064 0.3925 -0.5790
C 1.69940 2.43378 0.32605 0.7926 -2.7075 1.7741
C -0.89599 -1.04655 -1.65940 -0.3715 2.3749 1.1100
C -0.20212 -1.84410 0.57113 -3.6118 1.2311 -1.7344
C 2.13882 -0.56017 -0.54872 0.1323 2.6749 -0.7397
N 0.85597 0.16508 -0.39429 0.1292 1.8752 0.8089
N -0.59757 1.49234 0.53711 0.6169 0.1571 -0.6766
H -3.80135 0.69297 1.68916 -0.4034 1.1097 -0.0828
H -3.56405 -0.95994 1.41381 -0.2484 -1.2936 -0.7402
H 1.34859 3.43193 0.37361 -0.2327 0.7805 0.9053
H 2.32103 2.35090 -0.47899 1.7045 0.2134 -2.6453
H 2.43522 1.93823 1.08604 -1.4607 1.6364 -0.3421
H -1.67484 -1.74769 -1.72149 -0.9802 -1.0018 0.5198
H -0.05801 -1.38812 -2.13826 2.0267 -1.1299 -1.4536
H -1.22429 -0.16423 -2.16466 -0.2775 0.5486 -0.6858
H 0.15815 -2.65443 0.00712 1.0814 -0.9069 -0.2241
H -1.26377 -2.01072 0.67200 -0.5508 -1.1049 0.4801
H 0.05162 -1.60326 1.52230 1.7341 0.1383 2.7988
H 2.75085 -0.33432 0.29307 0.2510 -0.6629 1.2040
H 1.92526 -1.56594 -0.75139 -0.0188 -1.2968 0.0779
H 2.78394 -0.15204 -1.33540 -0.6787 -0.0214 -0.4746
H -0.97135 2.34958 0.78364 -0.8094 2.0685 0.8474
```
Positions in Å, forces in eV/Å.